w) 54
Properties=species:S:1:pos:R:3:mulliken_charge:R:1 method="wB97M-V/def2-TZVPD" total_charge=+2 homo_ev=-13.505 e_lumo_ev=-6.657 homo_lumo_gap_ev=6.85
Lu -0.93525 0.29150 0.83556 1.49
C 1.16002 -2.70719 3.48299 -1.56
C 0.16489 -1.93951 2.68703 0.73
N 0.35661 -0.72499 2.24830 0.51
N 1.51262 -0.05362 2.43699 -1.04
C 1.50375 1.15542 1.87579 0.59
O 0.46017 1.59309 1.23734 -0.89
C 2.70993 1.96908 1.94229 0.47
C 3.83514 1.54978 2.66286 -0.17
C 4.99197 2.30256 2.63578 -0.74
C 5.04323 3.48048 1.90171 -0.36
C 3.92848 3.90961 1.19234 -0.68
C 2.76677 3.16798 1.21639 -0.44
C -1.14378 -2.51137 2.33319 0.68
C -1.53541 -3.78723 2.74696 -0.69
C -2.78242 -4.27419 2.39195 -0.47
C -3.62421 -3.47256 1.63292 -0.77
C -3.17510 -2.22056 1.24945 0.03
N -1.97138 -1.73300 1.57404 -0.37
H 2.07123 -2.12539 3.58210 0.32
H 1.39114 -3.66118 3.01181 0.39
H 0.76845 -2.91220 4.47867 0.43
H 3.77538 0.64057 3.23730 0.47
H 5.86618 1.97274 3.17605 0.42
H 5.94679 4.07028 1.88456 0.42
H 3.97550 4.81882 0.61269 0.41
H 1.89096 3.49492 0.67337 0.40
H -0.87102 -4.38416 3.34993 0.43
H -3.09392 -5.25547 2.71113 0.46
H -4.60901 -3.80724 1.35072 0.42
H -3.81444 -1.57219 0.65712 0.44
Se -1.34200 0.81331 -7.04748 0.43
N -2.31695 1.44583 -5.74642 -0.83
C -1.81576 1.06326 -4.58533 0.86
C -2.36164 1.40164 -3.30202 0.21
C -3.51450 2.18736 -3.16848 -0.42
C -3.97451 2.48961 -1.90472 -0.88
C -3.28556 1.99104 -0.80092 -0.07
N -2.20230 1.21759 -0.90037 -0.43
C -1.72394 0.91853 -2.13878 0.24
C -0.53492 0.07918 -2.24463 -0.10
N 0.03150 -0.38515 -1.10035 -0.33
C 1.13900 -1.12146 -1.18643 0.09
C 1.74120 -1.46331 -2.39465 -0.99
C 1.16876 -1.02408 -3.57075 -0.46
C 0.01039 -0.23785 -3.51061 0.22
C -0.64292 0.25453 -4.68984 0.94
N -0.25320 0.02135 -5.93101 -0.83
H -4.01413 2.53277 -4.06141 0.58
H -4.85342 3.09713 -1.75534 0.46
H -3.62439 2.21831 0.20932 0.45
H 1.57729 -1.45157 -0.24446 0.42
H 2.63911 -2.06206 -2.39865 0.47
H 1.58962 -1.26076 -4.53599 0.59

x) 54
Properties=species:S:1:pos:R:3:mulliken_charge:R:1 method="wB97M-V/def2-TZVPD" total_charge=+2 homo_ev="-13.710 / -13.710" e_lumo_ev="-7.664 / -7.678" homo_lumo_gap_ev="6.05 / 6.03"
Lu -0.36820 0.41412 -0.34115 1.23
C -1.27640 -0.44819 4.03804 -1.45
C -1.25896 -0.09558 2.59534 0.20
N -0.21608 -0.08379 1.83806 0.86
N 1.03828 -0.31480 2.31660 -1.10
C 1.91681 -0.19915 1.33907 0.62
O 1.53426 -0.04109 0.07216 -0.88
C 3.33898 -0.20525 1.65053 0.45
C 4.26745 -0.17262 0.60728 -0.38
C 5.62151 -0.17736 0.89011 -0.71
C 6.04910 -0.21569 2.21086 -0.35
C 5.12882 -0.25125 3.25298 -0.74
C 3.77510 -0.24612 2.97852 -0.24
C -2.48072 0.35053 1.82361 1.54
C -3.81728 -0.02959 2.30320 -1.41
C -4.85370 -0.54917 1.64574 -0.88
C -4.78240 0.04532 -0.91715 -0.80
C -3.30302 0.12947 -1.16901 -0.35
N -2.17792 1.06163 0.80634 -0.74
H -0.26313 -0.63418 4.38101 0.35
H -1.87713 -1.34530 4.20864 0.34
H -1.71544 0.35896 4.62817 0.39
H 3.92372 -0.14934 -0.41723 0.39
H 6.34414 -0.15513 0.08598 0.41
H 7.10844 -0.21959 2.43187 0.41
H 5.47183 -0.28300 4.27791 0.41
H 3.05101 -0.27268 3.77998 0.44
H -3.93854 0.08328 3.37658 0.52
H -5.71944 -0.78154 2.25654 0.48
H -5.33300 -0.28635 -1.79964 0.94
H -3.05483 0.24803 -2.22505 0.64
Se -7.45908 -0.01131 -0.00679 0.61
N -6.58758 1.48195 -0.12776 -0.89
C -5.25430 1.35652 -0.42413 0.87
C -4.19499 2.19672 -0.26818 -0.34
C -4.09781 3.61654 -0.10847 -1.17
C -2.94416 4.21915 -0.47457 -0.63
C -1.87142 3.44260 -1.05444 -0.39
N -1.81122 2.15010 -1.11993 -0.96
C -2.90352 1.43356 -0.42127 2.23
C -2.84288 -1.21393 -0.65223 -0.05
N -1.56640 -1.61088 -0.70173 -0.58
C -1.30172 -2.87232 -0.31808 -0.45
C -2.29588 -3.73267 0.12085 -0.72
C -3.59961 -3.27193 0.27685 -0.49
C -3.87406 -1.96831 -0.10552 -0.38
C -5.03333 -1.01013 0.17712 2.58
N -6.44772 -1.38278 0.08217 -0.87
H -4.95782 4.19536 0.20609 0.53
H -2.83384 5.29275 -0.44048 0.46
H -1.03647 3.98216 -1.49344 0.46
H -0.26721 -3.18694 -0.35812 0.53
H -2.03231 -4.74694 0.38585 0.45
H -4.36654 -3.91226 0.69573 0.59

Ranked by calculated energy, most stable first: w), x).

w) 40
Properties=species:S:1:pos:R:3:mulliken_charge:R:1 method="wB97M-V/def2-TZVPD" smiles="CC(C)[C@H](NC(=O)[C@@H](N)Cc1ccc(O)cc1)C(=O)O" homo_ev=-8.684 e_lumo_ev=0.558 homo_lumo_gap_ev=9.24
C 0.45863 -2.01282 -0.85616 -2.29
C -0.87708 -2.09994 -0.11320 0.45
C -0.65538 -2.32589 1.42624 -1.41
C -1.74190 -0.90605 -0.60817 -0.26
N -1.24192 0.28537 -0.06918 0.07
C -1.44817 1.48940 -0.70890 0.33
O -2.18799 1.56719 -1.67604 -0.70
C -0.77568 2.73002 -0.13780 0.23
N -1.65029 3.76299 0.25259 -0.57
C 0.31808 2.40146 0.85318 -1.29
C 1.45162 1.49066 0.37612 0.72
C 2.18729 1.54885 -0.78487 -0.38
C 3.03212 0.57647 -1.16289 -0.59
C 3.35465 -0.46743 -0.33810 0.54
O 4.17720 -1.42026 -0.86577 -0.55
C 2.71364 -0.54473 0.93975 -0.55
C 1.69704 0.39706 1.20573 -0.31
C -3.15839 -1.04806 -0.15135 0.05
O -3.64485 -0.47251 0.78188 -0.55
O -3.80915 -1.92848 -0.96659 -0.49
H 1.03706 -2.89127 -0.71231 0.48
H 1.15006 -1.19730 -0.58802 0.79
H 0.32793 -1.84801 -1.93552 0.43
H -1.34915 -3.04157 -0.52434 0.46
H -1.59723 -2.06284 1.90319 0.37
H -0.50256 -3.38831 1.59610 0.44
H 0.11945 -1.73244 1.91428 0.22
H -1.71096 -0.82420 -1.68747 0.79
H -0.73028 0.28715 0.80811 0.11
H -0.20137 3.00397 -0.98881 0.26
H -2.19487 4.17719 -0.45010 0.29
H -2.31024 3.50945 0.97124 0.23
H 0.77099 3.32221 1.29980 0.36
H -0.25861 1.94632 1.72323 0.37
H 2.00081 2.40646 -1.50876 0.24
H 3.56063 0.73959 -2.12015 0.39
H 4.25178 -2.21387 -0.29584 0.34
H 2.86681 -1.44466 1.57962 0.15
H 1.28995 0.33921 2.20632 0.46
H -4.71970 -2.11035 -0.58705 0.38

x) 40
Properties=species:S:1:pos:R:3:mulliken_charge:R:1 method="wB97M-V/def2-TZVPD" smiles="CC(C)[C@H](N)C(=O)N[C@@H](Cc1ccc(O)cc1)C(=O)O" homo_ev=-8.570 e_lumo_ev=0.576 homo_lumo_gap_ev=9.15
C -4.01626 -1.29844 -0.86152 -1.51
C -3.25083 -1.00992 0.45307 0.21
C -2.20822 -1.99101 0.77666 -1.49
C -2.61493 0.31977 0.36089 0.47
N -3.58827 1.39023 0.18178 -0.71
C -1.70722 0.48230 -0.96505 -0.27
O -2.09926 0.51610 -2.13310 -0.69
N -0.40090 0.64397 -0.69570 -0.01
C 0.15659 1.43903 0.35873 0.17
C 0.83070 0.34904 1.35048 0.01
C 2.03833 -0.28144 0.76906 0.17
C 2.08941 -0.92533 -0.51796 0.04
C 3.32781 -1.15545 -1.19166 -0.91
C 4.48194 -0.66959 -0.65076 0.67
O 5.69490 -1.00224 -1.14049 -0.55
C 4.46736 -0.19164 0.66195 -0.48
C 3.32450 0.07907 1.37677 -0.83
C 1.09307 2.32611 -0.34244 -0.04
O 1.68824 1.96617 -1.30847 -0.55
O 1.22271 3.53860 0.12753 -0.48
H -4.72385 -0.49599 -1.11460 0.32
H -3.41455 -1.51355 -1.74343 0.30
H -4.56506 -2.24739 -0.72356 0.44
H -4.14861 -1.02015 1.13278 0.43
H -2.73238 -2.95919 1.00053 0.39
H -1.39173 -1.68755 1.43105 0.27
H -1.65378 -2.10135 -0.19485 0.30
H -1.96469 0.47682 1.16458 0.57
H -4.30284 1.52853 0.84742 0.22
H -3.89897 1.60897 -0.79372 0.22
H 0.19564 0.60368 -1.55325 0.46
H -0.54626 2.10542 0.92316 0.62
H 0.20136 -0.51073 1.54725 -0.31
H 1.20029 0.80031 2.25886 0.48
H 1.13622 -1.15994 -1.07710 0.33
H 3.32367 -1.53067 -2.16897 0.44
H 6.12675 -1.27426 -0.33828 0.32
H 5.46512 0.17062 1.06507 0.24
H 3.38516 0.67096 2.27029 0.34
H 1.77879 4.01017 -0.54300 0.40

Ranked by calculated energy, most stable first: w), x).

w) 17
Properties=species:S:1:pos:R:3:mulliken_charge:R:1 method="wB97M-V/def2-TZVPD" smiles="C[N+]1=CCC[C@@H]1O" total_charge=+1 homo_ev=-15.881 e_lumo_ev=-4.556 homo_lumo_gap_ev=11.32
C -1.54276 1.39678 0.76438 -0.85
N -0.50882 0.61423 0.15426 0.16
C -0.10888 0.77908 -1.04364 0.10
C 0.78597 -0.27784 -1.48079 -0.51
C 1.31570 -0.91249 -0.08902 -0.90
C 0.13506 -0.59618 0.78966 -0.02
O -0.67284 -1.63948 1.21437 -0.44
H -1.07615 1.84548 1.62487 0.31
H -2.27103 0.68335 0.95241 0.38
H -1.94863 2.08150 0.06600 0.34
H -0.59489 1.56132 -1.71100 0.36
H 0.29838 -1.09765 -2.10811 0.29
H 1.73104 0.23796 -2.07936 0.33
H 1.47949 -1.91721 -0.12672 0.42
H 2.15647 -0.35216 0.24555 0.31
H 0.56456 -0.03796 1.82151 0.32
H -0.70690 -2.18567 0.41558 0.39

x) 17
Properties=species:S:1:pos:R:3:mulliken_charge:R:1 method="wB97M-V/def2-TZVPD" total_charge=+1 homo_ev=-12.163 e_lumo_ev=-6.774 homo_lumo_gap_ev=5.39
C 2.19148 1.09365 -0.32428 -0.34
C -0.83562 1.48000 -0.54620 0.07
C -0.18992 0.76147 0.35315 -0.14
C -2.27542 1.63343 -0.43323 -1.20
C 0.85168 -2.82351 0.36033 0.34
N 1.19931 0.39640 0.19396 -0.44
O 0.10282 -3.19282 1.31303 -0.21
H 3.17679 0.65483 -0.43829 0.25
H 2.06654 2.15129 -0.57396 0.28
H -0.41873 1.94831 -1.54326 0.26
H -0.71016 0.21141 1.19837 0.33
H -2.85642 0.81138 -0.98773 0.24
H -2.50672 1.60797 0.62463 0.32
H -2.63044 2.59984 -0.74661 0.37
H 0.80304 -1.76444 0.24128 0.14
H 1.71015 -3.39367 -0.11445 0.28
H 0.32163 -4.17553 1.42325 0.44

Ranked by calculated energy, most stable first: w), x).

w) 22
Properties=species:S:1:pos:R:3:mulliken_charge:R:1 method="wB97M-V/def2-TZVPD" total_charge=+1 homo_ev=-12.191 e_lumo_ev=-3.536 homo_lumo_gap_ev=8.65
C 0.01081 0.73312 -0.62395 -0.05
C -0.86290 0.92136 0.71091 0.14
C 0.43546 0.17875 0.73859 0.79
C 0.00277 -0.62841 -1.08557 -0.25
C -1.12243 2.31129 1.29763 -1.57
C 1.56185 -0.36704 1.48360 -1.52
C 1.21455 -1.28005 -1.69775 -1.41
N -1.26376 -1.37242 -1.09561 -0.10
H 0.21001 1.68668 -1.23656 0.36
H -1.81505 0.26725 0.78020 0.03
H -1.51236 2.28688 2.32592 0.38
H -1.74318 2.81150 0.59891 0.37
H -0.22534 2.88266 1.31040 0.38
H 2.40238 0.32102 1.43560 0.33
H 1.95390 -1.27768 1.19033 0.40
H 1.27166 -0.54518 2.46919 0.42
H 1.12516 -2.20025 -1.17659 0.44
H 2.09149 -0.69965 -1.63914 0.32
H 1.04543 -1.42393 -2.75431 0.43
H -1.81064 -1.03899 -0.16018 0.33
H -1.17591 -2.38821 -0.89236 0.42
H -1.79389 -1.17870 -1.97926 0.38

x) 22
Properties=species:S:1:pos:R:3:mulliken_charge:R:1 method="wB97M-V/def2-TZVPD" smiles="C=C/C(=C/C)CC[NH3+]" total_charge=+1 homo_ev=-12.317 e_lumo_ev=-3.742 homo_lumo_gap_ev=8.57
C -0.54071 -2.26327 -1.70601 -0.73
C -0.31909 -0.98365 -1.35648 -0.43
C 0.29602 -0.54241 -0.09167 0.51
C 1.55641 -0.91152 0.20291 -0.15
C 2.17688 -0.94591 1.48401 -1.05
C -0.66682 0.20585 0.71434 -0.72
C -0.57601 1.63217 0.46799 -0.70
N -1.44436 2.30065 -0.61259 -0.23
H -0.17619 -3.07796 -1.03960 0.26
H -1.06380 -2.66153 -2.64800 0.27
H -0.55481 -0.05484 -1.97980 0.11
H 2.18639 -1.21400 -0.70985 0.35
H 1.58146 -0.61062 2.42748 0.23
H 2.39229 -2.09361 1.51835 0.27
H 3.07382 -0.41025 1.74769 0.34
H -1.81464 -0.08401 0.53048 0.40
H -0.65999 0.11011 1.84951 0.45
H 0.42872 2.03296 0.23866 0.43
H -0.98117 2.11752 1.37068 0.32
H -1.70701 1.67695 -1.29672 0.29
H -2.35389 2.65991 -0.20630 0.40
H -0.83352 3.11747 -0.90510 0.39

y) 22
Properties=species:S:1:pos:R:3:mulliken_charge:R:1 method="wB97M-V/def2-TZVPD" total_charge=+1 homo_ev=-13.228 e_lumo_ev=-4.564 homo_lumo_gap_ev=8.66
C 1.54647 -0.57511 1.61026 -1.18
C 1.26501 -1.13146 0.29226 -0.24
C 0.83656 -0.59264 -0.82195 0.83
C 0.56628 -1.20830 -2.15608 -1.56
C 0.26095 0.92781 -0.87545 -0.65
C -0.37036 1.79154 0.10861 -0.37
N -1.43296 1.48571 0.81368 -0.04
C -2.09760 0.26374 0.81248 -0.76
H 1.51898 -1.35153 2.44559 0.32
H 0.79655 0.13009 1.71804 0.28
H 2.53787 -0.18667 1.67462 0.31
H 1.88413 -1.99094 0.12792 0.38
H 1.04137 -0.59785 -2.95286 0.35
H -0.53577 -1.19943 -2.36173 0.31
H 1.07098 -2.06149 -2.03999 0.49
H -0.57784 0.69590 -1.60383 0.40
H 0.91386 1.56331 -1.48468 0.45
H -0.04032 2.85738 0.30459 0.40
H -1.87599 2.05718 1.50753 0.30
H -1.28232 -0.49141 0.55564 0.32
H -2.51040 0.21922 1.84635 0.32
H -2.95867 0.35999 0.21381 0.35

z) 22
Properties=species:S:1:pos:R:3:mulliken_charge:R:1 method="wB97M-V/def2-TZVPD" total_charge=+1 homo_ev=-13.363 e_lumo_ev=-3.583 homo_lumo_gap_ev=9.78
C 2.79971 0.15031 -0.26692 0.22
C 3.95995 -0.27408 0.08889 -0.80
C 0.73472 1.17561 1.08835 -1.21
C -0.26212 0.75183 0.28912 0.74
C -0.45852 1.35649 -1.04757 -1.49
C -2.32710 -0.55906 0.81689 -0.82
C -0.54830 -1.60254 -0.64831 -1.12
N -0.88334 -0.65040 0.45560 0.16
H 3.75928 -0.66951 1.11193 0.20
H 4.92753 -0.19907 -0.09894 0.40
H 0.91468 0.74188 2.08036 0.38
H 0.98354 2.24881 0.84448 0.31
H -0.74657 0.60479 -1.71889 0.47
H 0.55970 1.54867 -1.21029 0.44
H -0.95293 2.28438 -0.96755 0.37
H -2.67622 -1.48447 1.15112 0.41
H -2.31845 0.21477 1.53850 0.33
H -2.92800 -0.22122 -0.05828 0.34
H -1.26922 -1.68808 -1.40488 0.46
H 0.39647 -1.50802 -1.05699 0.43
H -0.42976 -2.62349 -0.40265 0.43
H -0.25740 -0.83218 1.17683 0.35

Ranked by calculated energy, most stable first: y), x), w), z).